1.
DFT (the ωB97M-V functional and the def2-TZVPD basis) results for a molecular structure, C18H44N5O8Zr at a distorted geometry.

Each line ends with the Löwdin charge.
Geometry (Å):
Zr 4.597 1.631 31.696  2.066
C 5.070 5.069 30.985  -0.280
O 5.088 3.746 31.315  -0.443
H 4.335 5.636 31.584  0.065
H 6.015 5.606 31.155  0.070
H 4.802 5.316 29.945  0.048
C 6.562 1.032 34.553  -0.232
O 5.779 1.037 33.408  -0.470
H 5.993 1.017 35.498  0.065
H 7.285 0.215 34.572  0.069
H 7.024 2.030 34.615  0.066
C 4.963 -1.661 30.946  -0.260
O 4.455 -0.385 30.810  -0.447
H 5.440 -1.759 31.937  0.058
H 4.264 -2.499 30.824  0.070
H 5.768 -1.879 30.221  0.061
C 1.019 1.733 29.490  0.025
C 1.382 2.499 30.752  -0.486
O 2.478 2.279 31.268  -0.104
N 0.465 3.328 31.232  0.046
C 0.687 4.247 32.334  -0.023
H 0.723 2.449 28.715  0.086
H 0.176 1.042 29.532  0.089
H 1.893 1.212 29.108  0.081
H -0.467 3.131 30.903  0.151
H -0.118 4.210 33.070  0.091
H 0.743 5.246 31.904  0.094
H 1.572 4.001 32.914  0.071
C 2.436 2.568 35.695  0.035
C 3.494 3.218 34.820  -0.508
O 3.695 2.882 33.663  -0.067
N 4.159 4.241 35.391  0.032
C 5.342 4.895 34.825  -0.021
H 2.678 2.817 36.728  0.080
H 2.459 1.487 35.579  0.072
H 1.423 2.894 35.465  0.086
H 3.920 4.468 36.339  0.128
H 5.083 5.403 33.897  0.075
H 6.024 4.098 34.521  0.077
H 5.769 5.559 35.565  0.090
C 5.660 0.413 27.961  0.038
C 4.915 1.675 28.384  -0.490
O 4.482 1.848 29.509  -0.121
N 4.602 2.478 27.359  0.044
C 3.874 3.740 27.553  -0.013
H 4.929 -0.284 27.567  0.103
H 6.146 0.027 28.856  0.057
H 6.459 0.732 27.291  0.089
H 4.968 2.274 26.448  0.139
H 4.428 4.289 28.314  0.065
H 2.884 3.510 27.951  0.076
H 3.763 4.283 26.622  0.093
C 8.445 -0.174 31.382  0.031
C 7.929 1.163 30.882  -0.491
O 6.762 1.492 30.956  -0.085
N 8.898 2.017 30.502  0.041
C 8.584 3.261 29.813  -0.039
H 7.742 -0.586 32.106  0.073
H 9.405 -0.188 31.891  0.089
H 8.439 -0.804 30.487  0.094
H 9.833 1.665 30.411  0.138
H 7.608 3.194 29.334  0.082
H 9.425 3.517 29.174  0.089
H 8.472 4.091 30.519  0.090
C 0.650 -0.587 32.617  0.032
C 2.006 -0.455 33.256  -0.493
O 2.834 0.402 32.953  -0.068
N 2.308 -1.334 34.222  0.028
C 3.596 -1.455 34.861  -0.045
H 0.672 -1.111 31.656  0.097
H 0.303 0.418 32.383  0.075
H -0.053 -1.181 33.199  0.084
H 1.648 -2.073 34.399  0.137
H 3.916 -0.591 35.439  0.078
H 4.364 -1.666 34.110  0.083
H 3.560 -2.346 35.486  0.092

Properties
**Charge**: +1
**Relative energy (zero: lowest compared OMol25 entry of this formula, charge and spin)**: 21.2 kcal per mole

2.
DFT (the ωB97M-V functional and the def2-TZVPD basis) results for 8 unconnected molecules or ions with the total composition C18H44O20S4 at a distorted geometry.

Each line ends with the Löwdin charge.
Geometry (Å):
C -2.819 -2.781 0.384  -0.053
C -3.147 -2.981 1.858  -0.245
O -2.400 -4.161 2.241  -0.280
S -2.979 -5.051 3.428  0.555
C -4.443 -5.768 2.694  -0.110
O -2.006 -6.053 3.645  -0.256
O -3.408 -4.183 4.478  -0.274
H -1.903 -2.228 0.186  0.051
H -3.632 -2.239 -0.110  0.078
H -2.825 -3.780 -0.050  0.083
H -2.886 -2.118 2.466  0.111
H -4.213 -3.196 1.946  0.109
H -4.261 -5.876 1.628  0.072
H -5.294 -5.132 2.903  0.066
H -4.515 -6.746 3.162  0.072
C 0.345 5.830 -0.772  -0.061
C 0.967 5.213 0.450  -0.260
O 2.148 4.486 0.047  -0.243
S 2.597 3.290 0.988  0.551
C 1.391 2.072 0.600  -0.112
O 3.840 2.843 0.466  -0.256
O 2.480 3.706 2.346  -0.254
H -0.157 5.096 -1.399  0.066
H 1.079 6.378 -1.365  0.083
H -0.384 6.575 -0.438  0.082
H 1.246 5.965 1.188  0.126
H 0.252 4.544 0.935  0.103
H 1.619 1.223 1.248  0.073
H 1.472 1.780 -0.445  0.054
H 0.354 2.368 0.756  0.047
C 0.004 0.134 -5.169  -0.049
C 0.778 1.062 -4.281  -0.258
O 2.161 1.118 -4.722  -0.238
S 3.221 1.419 -3.585  0.556
C 3.320 -0.068 -2.640  -0.106
O 4.470 1.596 -4.242  -0.257
O 2.691 2.442 -2.748  -0.262
H -1.056 0.389 -5.103  0.066
H 0.140 -0.908 -4.900  0.053
H 0.233 0.253 -6.229  0.089
H 0.397 2.083 -4.315  0.126
H 0.727 0.764 -3.232  0.088
H 2.340 -0.491 -2.424  0.037
H 3.777 0.247 -1.701  0.082
H 3.932 -0.801 -3.154  0.076
C 0.933 -2.496 2.106  -0.064
C 2.430 -2.518 1.875  -0.255
O 3.023 -1.297 2.389  -0.254
S 4.609 -1.245 2.283  0.541
C 5.019 -1.977 3.827  -0.120
O 5.054 -2.103 1.238  -0.274
O 4.986 0.122 2.290  -0.244
H 0.640 -2.377 3.145  0.088
H 0.572 -3.471 1.762  0.086
H 0.464 -1.774 1.434  0.052
H 2.850 -3.356 2.437  0.114
H 2.667 -2.636 0.821  0.114
H 6.104 -2.040 3.877  0.078
H 4.609 -2.985 3.831  0.064
H 4.643 -1.352 4.631  0.079
O -1.305 2.397 -1.500  0.166
C -2.259 2.187 -2.176  -0.556
O -3.319 3.006 -2.325  0.077
C -4.081 2.542 -3.452  -0.095
C -3.755 1.050 -3.437  -0.106
O -2.429 1.050 -2.902  0.033
H -5.123 2.778 -3.252  0.134
H -3.778 3.028 -4.379  0.135
H -3.764 0.637 -4.443  0.131
H -4.447 0.494 -2.806  0.133
O -0.240 3.737 3.940  0.184
C -0.670 2.714 3.543  -0.567
O -0.297 1.483 3.955  0.067
C -0.959 0.462 3.212  -0.097
C -1.886 1.268 2.253  -0.128
O -1.633 2.616 2.572  0.041
H -0.218 -0.066 2.621  0.093
H -1.528 -0.178 3.880  0.126
H -2.936 1.017 2.407  0.123
H -1.624 1.062 1.213  0.105
O 0.757 -2.558 -3.192  -0.045
H 1.291 -3.179 -2.687  0.056
H 0.889 -2.821 -4.107  0.047
O -0.233 -0.567 -0.925  -0.049
H -0.672 0.195 -1.321  0.000
H -0.040 -1.162 -1.659  0.005

Properties
**Relative energy (zero: lowest compared OMol25 entry of this formula, charge and spin)**: 0.0 kcal per mole
**SMILES**: CCOS(C)(=O)=O.CCOS(C)(=O)=O.CCOS(C)(=O)=O.CCOS(C)(=O)=O.O=C1OCCO1.O=C1OCCO1.O.O

3.
DFT (the ωB97M-V functional and the def2-TZVPD basis) results for 9 unconnected molecules or ions with the total composition C18H45BN18O11S at a distorted geometry.

Each line ends with the Löwdin charge.
Geometry (Å):
C -3.810 -0.580 -3.076  -0.074
C -2.223 -0.762 -2.724  -0.235
O -1.840 -0.031 -1.532  -0.201
C -1.689 -0.891 -0.380  -0.178
C -2.552 -0.474 0.899  -0.014
C -2.911 0.973 1.328  -0.106
C -2.424 2.229 0.468  -0.069
B -2.101 3.567 1.324  -0.511
O -2.325 4.867 0.695  0.069
O -1.589 3.471 2.669  0.062
C -3.772 1.189 2.624  -0.013
C -4.284 0.026 3.550  -0.006
C -3.889 -1.438 3.155  -0.285
N -4.220 -2.659 3.874  -0.270
S -3.483 -3.887 2.916  0.871
N -2.753 -3.090 1.584  -0.275
C -3.046 -1.669 1.831  -0.207
H -4.192 -1.605 -3.425  0.073
H -4.412 -0.215 -2.174  0.068
H -3.908 0.194 -3.926  0.073
H -1.665 -0.254 -3.604  0.104
H -1.898 -1.858 -2.741  0.124
H -0.575 -0.837 -0.065  0.123
H -1.890 -2.005 -0.592  0.123
H -1.422 1.918 -0.035  0.124
H -3.154 2.415 -0.410  0.111
H -2.040 4.746 -0.249  0.111
H -1.096 4.291 2.922  0.116
H -4.089 2.243 2.977  0.108
H -4.916 0.284 4.480  0.093
N 2.310 1.969 1.744  0.156
C 2.110 1.425 2.970  -0.701
N 1.014 1.883 3.618  0.174
O 2.861 0.586 3.449  -0.003
H 1.707 2.658 1.333  0.096
H 3.116 1.654 1.228  0.097
H 0.829 1.503 4.533  0.115
H 0.387 2.571 3.239  0.063
N -7.219 2.240 -1.337  0.151
C -6.430 1.868 -0.299  -0.681
N -6.914 0.845 0.444  0.167
O -5.365 2.414 -0.051  0.024
H -8.096 1.805 -1.557  0.094
H -6.891 2.999 -1.913  0.106
H -6.354 0.540 1.226  0.093
H -7.786 0.383 0.259  0.096
N 2.930 -1.032 -0.554  0.134
C 2.192 -1.762 -1.431  -0.684
N 2.745 -1.901 -2.657  0.167
O 1.113 -2.253 -1.133  0.029
H 3.818 -0.620 -0.778  0.098
H 2.551 -0.906 0.372  0.105
H 2.228 -2.435 -3.337  0.096
H 3.629 -1.505 -2.920  0.088
N -1.412 0.342 -7.970  0.144
C -0.944 -0.198 -6.817  -0.699
N 0.352 0.086 -6.543  0.159
O -1.636 -0.888 -6.085  0.018
H -0.860 0.911 -8.586  0.092
H -2.373 0.153 -8.209  0.106
H 0.738 -0.298 -5.695  0.103
H 0.938 0.650 -7.132  0.095
N 4.876 -3.025 0.673  0.160
C 6.085 -3.530 0.329  -0.706
N 6.492 -4.586 1.075  0.147
O 6.756 -3.069 -0.584  0.005
H 4.309 -3.388 1.418  0.103
H 4.539 -2.237 0.139  0.054
H 7.387 -4.989 0.849  0.106
H 5.956 -4.978 1.828  0.095
N -3.776 2.602 8.012  0.147
C -3.451 2.257 6.741  -0.692
N -3.044 3.288 5.960  0.159
O -3.518 1.109 6.332  0.019
H -3.728 3.540 8.367  0.093
H -4.083 1.863 8.623  0.107
H -2.793 3.071 5.007  0.079
H -2.982 4.239 6.276  0.095
N 6.502 1.800 4.338  0.151
C 7.329 1.380 3.349  -0.711
N 6.925 0.251 2.716  0.151
O 8.355 1.973 3.052  0.013
H 5.654 1.326 4.596  0.089
H 6.766 2.636 4.833  0.105
H 7.513 -0.094 1.975  0.105
H 6.085 -0.250 2.946  0.088
N 3.670 -3.605 -7.247  0.153
C 4.069 -3.000 -6.102  -0.691
N 5.235 -3.463 -5.593  0.159
O 3.425 -2.106 -5.571  0.003
H 4.183 -4.340 -7.699  0.097
H 2.806 -3.288 -7.656  0.109
H 5.565 -3.038 -4.741  0.109
H 5.777 -4.196 -6.014  0.098

Properties
**SMILES**: CCOCc1c(CB(O)O)ccc2nsnc12.NC(N)=O.NC(N)=O.NC(N)=O.NC(N)=O.NC(N)=O.NC(N)=O.NC(N)=O.NC(N)=O

no.,frontier orbital gap (hartree),molecular weight (g/mol)
1,0.3255,549.80
2,0.3642,708.80
3,0.2638,732.55